No. 1
ORCA calculation (ωB97M-V/def2-TZVPD) on a 2-piece molecular cluster, H3N6 overall.

Energy relative to the best compared isomer or geometry (same formula, charge and spin) = 1.1069 eV
M = 87.1 g/mol
Multiplicity = 1
LUMO (alpha / beta) = -5.29 / -5.29 eV
Energy = -8977.0618 eV
Frontier orbital gap (alpha / beta) = 9.26 / 9.26 eV
Total charge = +1

Cartesian coordinates (Å):
N  1.96  -0.17  -0.02
N  2.53  0.70  -0.39
N  -0.62  -1.00  -0.90
N  1.20  -0.99  0.50
N  -1.16  -0.14  -0.46
N  -1.72  0.83  0.09
H  1.62  -1.83  0.71
H  -1.16  1.27  0.82
H  -2.64  1.33  -0.34

---

No. 2
ORCA calculation (ωB97M-V/def2-TZVPD) on one molecule with the formula C7H8.

Energy relative to the best compared isomer or geometry (same formula, charge and spin) = 0.5343 eV
SMILES = Cc1ccccc1
M = 92.1 g/mol
Multiplicity = 1
LUMO = 1.11 eV
Energy = -7388.2128 eV
Frontier orbital gap = 10.07 eV

Cartesian coordinates (Å):
C  -1.67  -0.49  1.67
C  -0.74  -0.08  0.56
C  -0.54  -0.97  -0.51
C  0.49  -0.72  -1.41
C  1.37  0.33  -1.25
C  1.24  1.12  -0.12
C  0.19  0.94  0.76
H  -2.64  -0.73  1.21
H  -1.82  0.21  2.49
H  -1.30  -1.41  2.12
H  -1.43  -1.50  -0.83
H  0.56  -1.47  -2.20
H  2.03  0.56  -2.08
H  1.92  1.94  0.07
H  0.20  1.36  1.76

---

No. 3
ORCA calculation (ωB97M-V/def2-TZVPD) on C19H39O9Zn as an isolated structure.

Energy relative to the best compared isomer or geometry (same formula, charge and spin) = 0.0301 eV
M = 476.9 g/mol
Multiplicity = 1
LUMO = -5.19 eV
Energy = -87171.5153 eV
Frontier orbital gap = 6.02 eV
Total charge = +1

Cartesian coordinates (Å):
Zn  -2.25  -3.06  0.34
C  -0.45  -0.33  -0.03
O  -1.47  -1.26  -0.14
H  0.57  -0.72  -0.04
H  -0.50  0.48  -0.76
H  -0.52  0.07  0.98
C  -4.70  -0.29  -0.68
O  -5.29  -1.24  -1.55
C  -4.85  -2.53  -1.57
O  -3.90  -2.97  -0.93
O  -5.53  -3.28  -2.42
C  -6.64  -2.96  -3.21
H  -5.38  0.56  -0.68
H  -3.71  0.02  -1.02
H  -4.59  -0.61  0.35
H  -7.08  -3.84  -3.67
H  -6.33  -2.42  -4.10
H  -7.45  -2.62  -2.57
C  1.32  -5.27  0.78
C  0.38  -4.51  1.69
O  -0.48  -3.72  1.23
C  0.49  -4.77  3.25
H  0.82  -6.21  0.53
H  2.22  -5.44  1.36
H  1.50  -4.73  -0.15
H  -0.10  -5.65  3.49
H  0.13  -3.91  3.81
H  1.52  -5.01  3.50
C  2.85  1.46  -1.57
C  3.84  0.41  -1.99
O  4.93  0.75  -2.39
C  3.46  -1.06  -1.73
H  2.74  1.47  -0.48
H  1.89  1.33  -2.06
H  3.15  2.45  -1.91
H  3.09  -1.48  -2.67
H  2.62  -1.10  -1.03
H  4.30  -1.63  -1.35
C  1.40  0.59  4.29
C  1.63  -0.88  4.20
O  1.99  -1.55  5.22
C  1.58  -1.53  2.84
H  1.49  0.89  5.33
H  0.45  0.84  3.81
H  2.21  1.10  3.77
H  0.56  -1.60  2.47
H  2.01  -2.53  2.77
H  2.05  -0.84  2.13
C  1.52  5.20  2.68
C  1.73  4.37  1.45
O  2.77  4.52  0.76
C  0.66  3.30  1.15
H  2.39  5.82  2.91
H  1.37  4.61  3.58
H  0.65  5.86  2.65
H  0.03  3.09  2.01
H  1.24  2.40  0.94
H  0.06  3.54  0.27
C  -0.80  3.52  -2.70
C  0.29  4.20  -3.49
O  0.50  5.41  -3.30
C  1.04  3.40  -4.53
H  -1.65  3.25  -3.32
H  -1.10  4.17  -1.87
H  -0.34  2.65  -2.24
H  1.83  4.05  -4.90
H  0.37  3.25  -5.38
H  1.50  2.50  -4.12

---

No. 4
ORCA calculation (ωB97M-V/def2-TZVPD) on ArH24O12 as an isolated structure.

Energy relative to the best compared isomer or geometry (same formula, charge and spin) = 0.7029 eV
M = 256.1 g/mol
Multiplicity = 1
LUMO = -0.05 eV
Energy = -39315.1461 eV
Frontier orbital gap = 10.21 eV

Cartesian coordinates (Å):
Ar  -0.07  -0.01  0.66
O  -0.43  3.39  1.90
H  -0.64  3.37  0.97
H  -1.10  3.96  2.29
O  2.20  -2.25  -0.06
H  2.71  -1.44  -0.01
H  2.11  -2.54  0.85
O  -3.53  0.95  1.19
H  -3.21  0.09  0.92
H  -3.26  1.03  2.10
O  2.17  -2.61  2.67
H  1.47  -3.11  3.09
H  2.94  -3.17  2.73
O  -0.58  -2.75  -0.91
H  0.34  -2.80  -0.64
H  -0.73  -3.56  -1.40
O  -1.83  1.70  -1.04
H  -2.44  2.02  -1.71
H  -2.35  1.68  -0.24
O  1.65  -1.06  -2.72
H  2.49  -0.70  -3.01
H  1.86  -1.51  -1.90
O  0.59  1.63  -2.34
H  0.85  0.72  -2.42
H  -0.14  1.62  -1.71
O  1.92  2.23  3.38
H  1.23  2.28  2.71
H  2.68  2.65  2.98
O  2.96  2.61  -0.97
H  3.62  2.62  -1.66
H  2.15  2.37  -1.42
O  -2.29  -0.85  -2.13
H  -1.60  -1.48  -1.94
H  -2.03  -0.06  -1.65
O  -3.20  -2.01  0.68
H  -2.50  -2.48  0.23
H  -3.99  -2.53  0.51

---

No. 5
ORCA calculation (ωB97M-V/def2-TZVPD) on C4H4O2Pt as an isolated structure.

Energy relative to the best compared isomer or geometry (same formula, charge and spin) = 1.2504 eV
M = 279.2 g/mol
Multiplicity = 3
LUMO (alpha / beta) = -0.36 / -1.76 eV
Energy = -11544.3120 eV
Expectation value of S² = 2.01
Frontier orbital gap (alpha / beta) = 7.92 / 6.61 eV

Cartesian coordinates (Å):
O  1.98  -0.77  -0.60
C  0.65  -0.53  -0.60
H  0.85  0.99  -0.19
C  -0.64  -0.42  -1.06
C  -1.32  0.10  0.19
C  0.09  0.60  0.53
O  0.92  0.66  1.67
H  -0.98  -0.42  -2.10
H  -1.70  -0.67  0.89
H  -2.09  0.88  0.09
Pt  2.24  -0.41  1.19

---

No. 6
ORCA calculation (ωB97M-V/def2-TZVPD) on C57H53CuIN3O3P as an isolated structure.

M = 1049.5 g/mol
Multiplicity = 2
LUMO (alpha / beta) = 4.28 / 4.27 eV
Energy = -132613.3439 eV
Expectation value of S² = 0.75
Frontier orbital gap (alpha / beta) = 5.73 / 5.84 eV
Total charge = -2

Cartesian coordinates (Å):
Cu  -0.65  -0.69  0.06
O  -1.76  -0.96  1.56
C  -2.89  -0.25  1.73
C  -3.38  0.52  0.45
C  -2.52  1.65  0.03
C  -3.04  2.90  -0.30
C  -2.16  3.91  -0.67
C  -0.80  3.67  -0.66
C  -0.35  2.40  -0.31
C  1.08  2.03  -0.21
C  1.36  1.37  1.19
O  0.76  0.19  1.36
C  2.89  1.27  1.43
C  3.33  0.10  2.05
C  4.64  -0.05  2.46
C  5.55  0.98  2.26
C  5.13  2.13  1.62
C  3.82  2.28  1.22
C  0.99  2.38  2.31
C  1.08  3.76  2.19
C  0.85  4.57  3.29
C  0.55  4.01  4.52
C  0.46  2.64  4.64
C  0.66  1.83  3.54
N  -1.22  1.44  -0.03
C  -2.76  0.64  2.97
C  -3.05  1.99  3.06
C  -2.88  2.67  4.25
C  -2.43  2.01  5.38
C  -2.13  0.66  5.30
C  -2.29  -0.01  4.10
C  -4.07  -1.20  2.09
C  -5.32  -0.70  2.42
C  -6.37  -1.56  2.70
C  -6.17  -2.93  2.69
C  -4.91  -3.43  2.41
C  -3.87  -2.57  2.11
H  -3.38  -0.24  -0.34
H  -4.41  0.86  0.59
H  -4.11  3.08  -0.29
H  -2.54  4.89  -0.95
H  -0.09  4.43  -0.95
H  1.27  1.20  -0.91
H  1.74  2.87  -0.43
H  2.58  -0.66  2.18
H  4.96  -0.97  2.94
H  6.57  0.87  2.59
H  5.84  2.93  1.46
H  3.54  3.21  0.74
H  1.31  4.23  1.25
H  0.91  5.65  3.19
H  0.39  4.65  5.38
H  0.22  2.20  5.60
H  0.54  0.76  3.59
H  -3.41  2.54  2.20
H  -3.09  3.74  4.30
H  -2.30  2.54  6.31
H  -1.77  0.12  6.17
H  -2.04  -1.06  4.01
H  -5.49  0.37  2.47
H  -7.35  -1.16  2.94
H  -6.99  -3.60  2.90
H  -4.74  -4.50  2.42
H  -2.89  -2.94  1.86
O  2.23  -1.93  -0.24
C  2.22  -3.13  -0.34
C  3.49  -3.94  -0.57
C  3.69  -4.81  0.68
C  3.05  -4.25  1.97
C  1.56  -4.61  2.18
C  0.61  -3.83  1.26
N  1.12  -3.93  -0.09
H  4.31  -3.23  -0.69
H  3.41  -4.56  -1.46
H  4.77  -4.90  0.86
H  3.30  -5.82  0.51
H  3.16  -3.17  2.00
H  3.61  -4.66  2.82
H  1.30  -4.42  3.22
H  1.43  -5.68  1.99
H  0.56  -2.77  1.52
H  -0.40  -4.25  1.31
H  1.23  -4.90  -0.37
I  -1.88  -2.76  -1.11
N  0.27  -0.39  -1.58
P  0.28  -0.12  -3.06
C  -1.25  -0.16  -4.11
C  -1.29  -0.54  -5.45
C  -2.48  -0.48  -6.15
C  -3.64  -0.03  -5.53
C  -3.60  0.35  -4.20
C  -2.42  0.27  -3.50
C  1.37  -1.24  -4.03
C  1.28  -2.57  -3.64
C  2.06  -3.54  -4.25
C  2.97  -3.17  -5.23
C  3.10  -1.84  -5.60
C  2.30  -0.88  -5.01
C  0.91  1.54  -3.57
C  0.11  2.61  -3.97
C  0.64  3.87  -4.14
C  1.99  4.10  -3.88
C  2.79  3.06  -3.43
C  2.25  1.80  -3.26
H  -0.38  -0.87  -5.94
H  -2.52  -0.79  -7.19
H  -4.56  0.02  -6.09
H  -4.51  0.70  -3.72
H  -2.37  0.55  -2.45
H  0.58  -2.83  -2.86
H  1.95  -4.58  -3.97
H  3.58  -3.93  -5.71
H  3.82  -1.56  -6.35
H  2.39  0.15  -5.31
H  -0.94  2.44  -4.17
H  0.01  4.69  -4.47
H  2.41  5.09  -4.02
H  3.84  3.24  -3.21
H  2.85  0.99  -2.87